No. 1
This record from the OMol25 dataset describes a 2-piece molecular cluster, C4H10O3 overall. The level of theory is wB97M-V/def2-TZVPD.

The geometry in ORCA input format:
```
! RIJCOSX wB97M-V def2-TZVPD def2/J DEFGRID3
* xyz 0 1
H -0.50 -2.61 1.70
H 1.13 -1.84 1.66
C 1.27 0.80 0.48
H -1.97 0.35 1.03
H 0.63 -2.60 0.32
O -0.57 2.08 -2.45
C 0.19 -1.99 1.13
H 0.76 -0.22 -1.29
H 0.25 2.59 -2.56
C -0.58 -0.89 0.43
H -1.41 -1.34 -0.10
H -0.37 0.88 -0.87
O -1.23 -0.09 1.46
C 0.23 0.10 -0.38
H 1.37 0.34 1.47
O 1.95 1.69 0.05
H -1.15 2.74 -2.06
*
```

Its SMILES is C[C@@H](O)CC=O.O. For the LUMO energy, the calculation gives 0.0223 Eh. The HOMO-LUMO gap comes out at 10.06 eV. Its energy above the lowest of the compared OMol25 structures with the same formula, charge and spin is 1.650 eV.


No. 2
This record from the OMol25 dataset describes C50H95BF15Hg2N5O16P2S as an isolated structure. The level of theory is wB97M-V/def2-TZVPD.

The geometry in ORCA input format:
```
! RIJCOSX wB97M-V def2-TZVPD def2/J DEFGRID3
* xyz 0 1
H -2.21 2.24 -34.74
H -9.48 11.02 -23.49
Hg -8.25 6.14 -33.17
O -17.19 9.42 -33.16
H -3.52 3.90 -35.22
C -3.63 1.87 -37.27
C -15.51 11.62 -19.94
H -7.74 15.37 -25.10
C -15.88 9.22 -32.82
H -3.91 1.27 -38.13
C -11.41 -6.11 -31.46
C 0.20 3.80 -25.05
O -15.44 9.75 -31.79
O -18.31 9.62 -35.24
C -7.51 12.75 -23.81
H -11.57 -5.17 -27.48
H 0.15 4.72 -22.35
F -10.30 2.97 -25.51
H -14.54 5.82 -20.24
H -10.27 -7.36 -27.14
C -5.87 2.99 -37.17
H -10.19 -9.58 -31.01
C -8.82 14.15 -22.17
F -12.09 3.03 -26.78
H -15.75 11.74 -21.00
S -10.38 5.01 -27.25
C -8.91 13.20 -23.35
H -1.94 6.38 -25.06
H -9.18 16.08 -21.49
F -18.89 4.63 -25.69
P -5.92 10.52 -31.60
O -18.26 7.58 -34.16
C -1.80 2.57 -22.05
H -16.54 6.10 -18.89
F -18.17 6.44 -27.24
H -12.98 -8.91 -30.25
H -7.87 14.00 -21.64
H -4.35 -0.48 -33.47
C -0.68 1.66 -24.17
F -18.35 4.17 -27.85
C -16.02 10.33 -19.30
C -11.58 -7.20 -30.41
F -20.45 4.16 -27.21
C -19.59 9.14 -35.13
H -6.95 3.07 -36.99
C -8.44 -6.25 -29.93
H -17.40 7.51 -18.58
H -2.36 0.40 -34.63
H -3.14 2.80 -37.55
Hg -14.00 10.41 -26.08
F -20.28 6.30 -26.28
H -4.29 1.41 -31.86
H -14.43 11.77 -19.90
H -10.76 -4.88 -28.92
O -10.40 5.15 -28.70
H -17.79 9.60 -18.40
N -2.02 3.80 -24.20
H -0.46 0.92 -23.40
H -0.86 1.06 -25.07
O -16.22 9.06 -21.39
O -9.82 -8.70 -31.04
O -20.49 7.06 -33.99
H -15.96 12.44 -19.39
F -5.75 10.95 -30.06
O -11.39 5.91 -26.68
H -5.48 4.01 -37.12
H -0.27 6.44 -25.43
H -17.43 6.95 -20.16
H -1.45 1.67 -21.56
F -6.12 12.08 -32.09
C -8.88 15.66 -22.45
B -17.46 8.79 -34.42
C -1.90 2.39 -23.60
H -9.70 16.98 -23.86
C -3.16 1.54 -23.88
H -11.01 16.09 -23.10
H -11.41 16.34 -25.93
C -4.21 1.66 -33.97
O -20.63 9.61 -35.64
H -12.30 -7.46 -28.46
H -6.75 0.84 -36.14
F -4.34 10.38 -31.89
N -9.85 13.64 -24.43
H -6.99 13.51 -24.40
H -13.61 8.28 -18.38
H -1.07 5.91 -22.64
C -9.99 15.10 -24.74
F -20.03 5.79 -28.43
C -10.75 3.17 -26.71
C -4.40 2.23 -32.58
H -10.89 -5.24 -31.07
C -5.69 0.73 -36.38
P -19.30 5.25 -27.11
O -4.40 3.88 -34.85
C -0.85 4.62 -24.36
C -19.56 7.85 -34.29
C -15.15 10.20 -17.97
C -11.15 -5.71 -28.33
C -14.63 6.86 -20.55
C -5.01 2.07 -36.36
H -5.43 2.53 -32.36
H -7.93 16.05 -22.83
C -14.61 7.88 -18.24
H -8.82 12.87 -25.60
H -5.71 -1.20 -35.42
O -9.77 12.82 -25.47
C -10.01 -6.64 -27.92
F -10.16 2.32 -27.62
H -14.10 10.36 -18.22
C -15.41 7.82 -19.61
H -12.38 -8.78 -31.80
H -1.25 5.34 -26.40
O -3.13 4.54 -23.66
C -17.56 10.40 -19.10
C -9.51 11.84 -22.78
H -8.76 11.44 -22.10
H -3.69 3.01 -32.29
H -4.03 -0.51 -35.73
H -17.07 8.72 -21.11
H -3.60 1.91 -24.80
H 1.08 4.42 -25.26
N -4.85 2.54 -34.97
H -3.74 4.60 -24.41
H -14.57 8.98 -16.43
H -2.80 2.82 -21.69
H -5.79 2.74 -38.23
C -8.46 -8.37 -28.54
H -8.93 -5.27 -30.01
C -16.73 7.08 -19.33
F -7.51 10.28 -31.34
H -12.34 -5.76 -31.91
C -4.99 0.21 -34.02
H -8.19 -6.63 -30.92
H -3.95 1.58 -23.13
H -14.53 6.89 -17.79
H -10.79 -6.54 -32.24
C -11.29 15.34 -25.52
H -7.42 -6.15 -29.57
C -0.29 5.34 -23.14
H -8.75 16.55 -26.00
O -16.12 8.46 -34.98
F -6.26 9.92 -33.09
H -15.36 10.95 -17.21
H -6.03 0.30 -33.70
C -1.12 5.76 -25.40
H -6.77 12.71 -23.00
H -8.63 14.95 -26.53
H -5.78 0.23 -37.35
H -13.57 -7.55 -31.21
O -9.06 5.41 -26.75
H 0.85 2.81 -23.22
C -5.08 -0.32 -35.49
H -0.17 3.46 -26.01
H -16.14 8.57 -16.99
H 0.47 6.09 -23.36
H -17.90 11.32 -18.61
H -9.20 -6.04 -27.51
H -9.19 -8.93 -27.95
C -8.69 15.53 -25.61
O -13.98 8.39 -34.10
C -9.99 16.00 -23.48
H -2.77 1.36 -36.83
C -12.69 -8.15 -30.97
H -7.39 11.79 -24.31
F -5.71 8.97 -31.16
H -7.70 -7.99 -27.86
C -12.14 -6.60 -29.11
H -18.12 10.16 -20.00
H -13.63 7.25 -20.70
H 1.39 2.03 -24.76
H -13.11 -6.12 -29.22
H -2.12 1.31 -33.27
H -7.95 -9.01 -29.26
H -11.38 14.68 -26.39
H -10.52 11.89 -22.36
H -2.98 0.46 -23.92
C 0.57 2.53 -24.24
H -15.06 6.82 -21.55
H -1.17 3.32 -21.56
N -15.60 9.21 -20.17
C -2.64 1.38 -34.23
C -15.18 8.94 -17.34
H -12.09 15.09 -24.82
C -9.31 -7.31 -29.13
H -9.55 13.92 -21.40
N -10.32 -7.98 -30.01
C -15.17 8.57 -33.98
*
```

For the LUMO energy, the calculation gives -0.2897 Eh. The HOMO-LUMO gap comes out at 0.80 eV.


No. 3
This record from the OMol25 dataset describes C39H33F3N2O4RhS2Si as an isolated structure. The level of theory is wB97M-V/def2-TZVPD.

The geometry in ORCA input format:
```
! RIJCOSX wB97M-V def2-TZVPD def2/J DEFGRID3
* xyz -1 1
N -0.70 -0.97 1.65
H 5.52 -0.55 -2.33
C -1.70 2.31 2.64
H -2.10 3.04 4.60
C 4.50 -0.45 -1.96
H -0.35 -1.17 6.19
C -2.30 3.16 3.54
H 2.06 -2.29 -0.55
C 4.19 3.63 1.39
H 2.54 1.09 4.02
C -2.82 3.49 0.87
H -1.83 1.65 -5.52
H 1.59 0.36 6.17
O -1.74 -4.43 -0.80
F 0.25 -5.64 -2.70
C 2.44 1.50 1.59
C 1.14 0.03 5.25
C -3.43 4.34 1.77
H -2.62 -4.26 1.39
C 2.85 3.86 1.66
C -3.16 4.18 3.12
H 0.95 2.34 -1.13
C 1.08 0.07 2.85
H -3.62 4.83 3.84
H -4.50 -1.41 2.44
C -0.75 0.13 -4.46
Rh -0.02 -0.13 -0.23
O -0.29 -2.45 -0.78
H 4.12 0.24 1.20
C 1.67 0.45 4.04
H -1.05 1.52 2.99
C -2.01 -3.60 1.99
C 3.96 3.19 -2.44
C -0.68 0.34 -2.06
H 5.56 1.84 -2.86
C 1.88 -0.21 -1.00
C -1.52 1.29 -4.55
H -3.85 -2.27 -0.39
H -2.35 -1.76 -1.11
H -4.09 5.12 1.42
C 2.54 -1.41 -0.95
H -0.48 -0.42 -5.35
C -1.51 1.50 -2.14
C 4.55 1.96 -2.47
C 1.97 2.80 1.77
H 5.70 2.15 1.03
S -3.00 3.50 -0.87
C -0.09 -0.75 2.82
H 0.29 -1.22 -3.16
C 3.79 1.26 1.33
H 2.49 4.87 1.79
F -0.56 -3.77 -3.40
C 3.88 0.81 -1.99
H -2.26 -3.75 3.04
C 4.65 2.33 1.23
Si -2.23 -1.80 1.41
H -0.98 -3.91 1.84
H 2.20 4.30 -1.91
S -0.40 -3.89 -0.75
H 0.92 2.96 1.98
C -3.53 -0.93 2.56
C -1.94 2.45 1.27
H 4.87 4.46 1.32
H 4.50 4.06 -2.79
C -3.04 -1.56 -0.30
C -0.32 -0.33 -3.21
C 2.55 0.94 -1.50
C -0.54 -1.22 4.07
H -3.63 0.11 2.28
C -1.89 2.12 -0.95
H -3.27 -0.95 3.61
C 1.97 2.23 -1.50
C -1.88 1.97 -3.41
C 2.66 3.32 -1.94
O 0.53 -4.55 0.13
H -3.45 -0.56 -0.43
N -1.44 1.72 0.26
H -2.48 2.88 -3.47
H 4.32 -2.50 -1.43
F 1.47 -3.87 -2.68
O 1.57 0.44 1.63
C 3.84 -1.54 -1.45
C 0.22 -4.32 -2.47
C 0.05 -0.82 5.25
H -1.37 -1.90 4.09
*
```

For the LUMO energy (alpha / beta), the calculation gives 0.0600 / 0.0587 Eh. The HOMO-LUMO gap (alpha / beta) comes out at 5.91 / 5.83 eV.


So what do the calculations give for max |F|? Going down the list: 1.9, 5.3, 3.2 eV Å⁻¹.
So what do the calculations give for E_tot? Going down the list: -384.08898, -6349.89785, -3412.56994 Eh.